This record from OMol25 describes an isolated molecule of C3H4N4O. The level of theory is ωB97M-V/def2-TZVPD.

Values from the calculation:
SMILES: [H]/N=C\N/C(C#N)=N/O
Energy (Eh): -410.880656
LUMO (eV): -0.07

```
! wB97M-V def2-TZVPD RIJCOSX def2/J DEFGRID3
* xyz 0 1
O -1.6418 -1.5971 -0.1641
N -0.7025 -0.8628 0.5533
N 0.9545 0.5910 0.2744
N -0.3715 -0.6747 -2.8952
N 1.2678 2.0766 2.0831
C -0.0367 -0.1939 -0.2856
C 0.8118 0.9974 1.6067
C -0.1301 -0.4170 -1.7633
H -2.2588 -1.7794 0.5228
H 0.2472 0.3384 2.1887
H 1.4429 1.2599 -0.3079
H 1.7955 2.7284 1.4538
*
```


This record from OMol25 describes an isolated molecule of C23H23NO6. The level of theory is ωB97M-V/def2-TZVPD.

Values from the calculation:
SMILES: CCCC[C@H](C(=O)OCC(=O)c1ccc(OC)cc1)N1C(=O)c2ccccc2C1=O
Energy (Eh): -1396.494957
LUMO (eV): -0.43

```
! wB97M-V def2-TZVPD RIJCOSX def2/J DEFGRID3
* xyz 0 1
O -0.9389 -3.2258 0.8212
O -1.9633 2.7353 -3.7798
O 1.5989 -0.4890 3.4397
O 1.5960 0.6515 0.8241
O 2.6754 3.7525 0.3679
O 0.1906 1.8908 2.0539
N 0.2306 -1.5616 1.9403
C 1.1111 2.9746 1.9781
C -0.7760 -0.8470 -3.4316
C -1.1959 2.8811 -2.6747
C 1.2584 -5.0483 2.0791
C -0.0330 -2.8613 1.5252
C 1.5602 3.3274 0.5568
C 0.5853 0.7665 1.4612
C -3.3647 2.7603 -3.6488
C 1.0140 -3.6944 2.1712
C -1.5281 -0.7225 -2.1138
C -0.5728 -0.5904 -0.9307
C 0.5734 3.1655 -0.5261
C 1.8028 -2.8698 2.9763
C -0.8033 3.2027 -0.3218
C 2.3220 -5.5630 2.8148
C 1.0539 2.9942 -1.8290
C 3.1053 -4.7439 3.6131
C -1.3464 -0.3856 0.3699
C -1.6808 3.0675 -1.3817
C 1.2751 -1.4955 2.8613
C 2.8555 -3.3781 3.7081
C 0.1877 2.8457 -2.8839
C -0.4718 -0.3283 1.6288
H -2.1772 0.1555 -2.1490
H -2.7418 3.1150 -1.1908
H -1.4709 -0.9365 -4.2635
H -1.2053 3.3623 0.6674
H -0.1539 0.0299 -3.5951
H -1.8940 0.5587 0.3187
H 2.5405 -6.6190 2.7626
H 3.4599 -2.7342 4.3274
H -3.7562 2.6242 -4.6554
H 0.6435 -5.6796 1.4568
H -2.0683 -1.1946 0.4886
H -1.0990 -0.0568 2.4894
H 0.0327 -1.4945 -0.8614
H 3.9238 -5.1730 4.1714
H 0.1023 0.2491 -1.1030
H -2.1606 -1.6005 -1.9672
H 2.1218 2.9700 -1.9810
H 0.5480 2.7079 -3.8911
H 2.0065 2.7350 2.5611
H -0.1355 -1.7256 -3.4206
H -3.7145 3.7183 -3.2515
H -3.7244 1.9471 -3.0103
H 0.6014 3.8305 2.4276
*
```


This record from OMol25 describes C4H8F3Ni2O5 as an isolated structure. The level of theory is ωB97M-V/def2-TZVPD.

Values from the calculation:
Energy (Eh): -3849.305381
<S²>: 6.007
LUMO (alpha / beta) (eV): -5.76 / -6.14

```
! wB97M-V def2-TZVPD RIJCOSX def2/J DEFGRID3
* xyz 1 5
Ni 9.8543 13.6614 -9.8259
Ni 10.6671 11.2260 -9.8317
F 5.1602 13.3869 -2.1210
F 4.8749 14.7286 -3.7747
F 3.1713 13.6674 -2.8950
O 4.9434 12.7704 -5.4242
O 4.4389 11.2680 -3.8746
O 10.3521 12.4768 -11.3962
O 8.9526 12.0195 -9.2042
O 11.4703 12.8714 -9.0849
C 5.0339 11.7554 -6.4216
C 4.6368 12.3949 -4.1870
C 4.4462 13.5958 -3.2374
C 5.4218 12.4411 -7.7058
H 8.1054 11.9193 -8.7800
H 5.8730 11.1206 -6.1204
H 4.7261 13.1932 -8.0823
H 10.3791 12.9627 -12.2138
H 4.1203 11.1756 -6.5380
H 6.3314 13.0467 -7.5871
H 12.0308 13.3110 -8.4527
H 5.6465 11.7295 -8.5040
*
```


This record from OMol25 describes C24H44BIrNP2 as an isolated structure. The level of theory is ωB97M-V/def2-TZVPD.

Values from the calculation:
Energy (Eh): -1806.578883
<S²>: 8.780
LUMO (alpha / beta) (eV): -6.68 / -9.22

```
! wB97M-V def2-TZVPD RIJCOSX def2/J DEFGRID3
* xyz 2 6
Ir 0.2868 0.2553 -1.0550
P -1.4148 1.6536 -1.0129
P 1.8682 -1.3390 -0.4746
N -1.3397 -1.3760 0.7052
C -3.0977 1.0654 -1.1920
C 2.6165 0.5304 -3.0270
C -1.5816 0.8406 3.0466
C -0.3810 -1.2561 -1.9862
C 0.5613 0.0075 2.8716
C 1.6026 2.1186 1.8585
C -0.7005 -0.2138 3.4468
C -1.1094 3.4458 -1.2960
C 3.1631 -0.9022 -2.8760
C -1.0663 -1.3783 4.2710
C -2.9499 1.0305 3.5343
C 0.4583 1.1883 2.0652
C 0.1404 0.1673 -4.5147
C -2.2707 -1.8161 1.2681
C 0.5975 -1.2927 -4.3300
C 3.2394 -0.5631 0.3561
C 0.1177 1.0111 -3.2945
C -0.8620 1.7041 2.1857
C 0.6804 -1.8049 -2.9106
C 2.0770 -1.7892 -2.2973
C -1.3597 3.0524 1.8367
C 1.3694 -2.9224 0.1013
C 1.7552 -0.7856 3.2392
C 1.2914 0.9419 -2.4087
B -3.5495 -2.4626 1.9794
H 0.3090 -2.8327 0.3591
H 2.6010 0.7202 -4.1052
H 1.6436 2.6676 2.8268
H -3.2170 0.1645 -0.5853
H 2.0577 -3.1218 0.9228
H 1.4932 2.8826 1.0518
H 2.4276 -2.8466 -2.3827
H 3.3860 1.2075 -2.6455
H -1.2123 3.6867 -2.3574
H -3.2035 -3.5709 2.3159
H -3.2733 0.8272 -2.2434
H 1.4210 1.7971 -1.6593
H 3.6486 -1.3133 -3.8013
H -0.8803 0.1559 -4.9373
H -1.8185 4.0530 -0.7224
H -2.2877 3.0077 1.2597
H 3.9338 -0.8926 -2.1115
H 2.7842 0.0252 1.1681
H -2.9819 0.7196 4.5913
H 1.6020 -1.4029 -4.7476
H -3.6296 0.3759 2.9707
H 1.6782 -1.8192 2.8857
H -1.7534 -2.0374 3.7108
H 2.5901 1.6268 1.7483
H -0.1651 -1.9213 4.5911
H 0.3796 -2.8571 -2.9788
H 1.7916 -0.8555 4.3284
H -0.0559 -1.9481 -4.9027
H 1.5246 -3.5775 -0.7582
H -3.2594 2.0753 3.4459
H -3.8787 -1.7722 2.9182
H 3.7831 0.1626 -0.2656
H 3.8811 -1.3734 0.7385
H -1.1325 -0.5673 -2.3585
H -1.6013 -0.9993 5.1517
H -1.6449 3.5793 2.7571
H -0.6354 3.6923 1.3223
H -0.0989 3.7407 -0.9825
H -0.9015 -1.9761 -1.3226
H 2.7100 -0.3531 2.9320
H -0.6775 1.7889 -3.1481
H 0.7345 0.6429 -5.3208
H -3.8225 1.8158 -0.8524
H -4.3921 -2.4879 1.1026
*
```


This record from OMol25 describes an isolated molecule of C4H8N4. The level of theory is ωB97M-V/def2-TZVPD.

Values from the calculation:
SMILES: [H]/N=C(\N)C(=C)/C(N)=N/[H]
Energy (Eh): -376.216113
LUMO (eV): 0.93

```
! wB97M-V def2-TZVPD RIJCOSX def2/J DEFGRID3
* xyz 0 1
N 1.7895 0.7008 1.2171
N -0.2377 -2.1583 -0.6937
N -0.4984 0.4988 1.7578
N -1.9898 -0.5168 -0.6620
C 0.6833 0.9576 -1.4849
C 0.1593 0.2402 -0.4979
C -0.6899 -0.9843 -0.7288
C 0.4678 0.4895 0.9346
H 2.4777 0.3888 0.5516
H -2.2230 0.4378 -0.4267
H 2.0715 0.7540 2.1841
H -0.2416 0.7695 2.7040
H -2.6829 -1.1737 -0.3221
H -0.9544 -2.8806 -0.7169
H 0.4776 0.7252 -2.5161
H 1.3910 1.7515 -1.3002
*
```


This record from OMol25 describes a 3-piece molecular cluster, C21H50ClIN4O7P overall. The level of theory is ωB97M-V/def2-TZVPD.

Values from the calculation:
Energy (Eh): -2674.682704
LUMO (eV): -3.05

```
! wB97M-V def2-TZVPD RIJCOSX def2/J DEFGRID3
* xyz 1 1
I -2.2130 -1.8807 3.2420
Cl -0.8522 -4.6379 -2.3332
P 1.3504 1.2833 1.6803
O -1.4252 3.2688 4.4396
O 3.0454 -1.4587 0.2004
O 1.4219 -0.4399 -6.1142
O -2.0912 6.1365 3.7790
O 1.3978 -3.6954 -7.3013
O 2.7836 -2.7614 -4.7789
O -2.7134 5.5364 6.6637
N 0.1828 -2.3615 0.5735
N 1.2881 -0.4297 1.3112
N 1.0011 2.2223 0.5167
N -0.8933 -0.2630 0.5399
C -2.0604 2.4614 3.4903
C -3.6474 6.0090 5.7179
C 0.6336 0.1731 -5.1223
C -2.2466 -0.8078 0.4173
C 0.1683 -1.0027 0.8424
C 0.2746 -5.1025 0.0951
C 1.4427 -3.1965 -4.8980
C -3.3134 5.6367 4.2875
C 2.4995 -1.2478 1.4649
C 1.1309 -4.1822 -6.0078
C 2.8071 -0.5237 -5.8584
C 0.3998 -4.1990 -1.1223
C 0.3163 -2.6764 -0.8715
C -3.0324 -0.6261 1.7043
C -2.0458 6.5172 7.4311
C -4.5265 -0.8589 1.5424
C 4.2539 -2.2160 0.2471
C -0.5076 4.2336 3.9553
C 3.3397 -1.9407 -5.7907
C -0.8669 5.6675 4.2926
C 2.3284 -4.4192 -8.0794
H -0.6565 -2.7793 0.9629
H -3.1267 2.3938 3.7230
H -0.3833 4.1337 2.8693
H 0.4060 1.2473 2.7157
H 3.2991 -2.4201 -6.7687
H 2.5832 1.3198 2.3374
H 1.8150 -5.0039 -8.8466
H 2.2284 -2.1851 1.9625
H 4.4506 -2.5598 -0.7683
H -2.0470 7.4902 6.9330
H -1.6490 1.4421 3.5265
H 1.1226 0.1483 -4.1429
H 3.3407 -0.0337 -6.6816
H -0.9131 0.6568 0.9711
H -2.7490 -0.2536 -0.3833
H -1.9580 2.8657 2.4753
H 0.7418 -2.3583 -4.9140
H -4.7619 -1.9136 1.3871
H -0.1101 6.2769 3.7902
H 5.0876 -1.5906 0.5818
H -2.8637 0.3833 2.0886
H -1.0114 6.2004 7.5727
H -3.7733 7.0933 5.8002
H -0.3141 -0.3649 -5.0528
H 4.3945 -1.8471 -5.5175
H -0.5129 -2.2492 -1.4459
H 1.2329 -2.1971 -1.2108
H -4.0767 6.1132 3.6669
H 1.3505 -4.4036 -1.6182
H 3.1915 -0.6926 2.1107
H -0.7652 5.8497 5.3634
H 4.1509 -3.0809 0.9120
H 0.4184 1.2146 -5.3798
H 0.4654 4.0410 4.4255
H 1.2557 -3.7396 -3.9687
H -4.6201 5.5502 5.9346
H -5.0562 -0.5238 2.4357
H 0.0561 -4.3922 -5.9316
H 1.1749 -5.0276 0.7118
H 1.6611 -5.1238 -5.8271
H -2.1947 -1.8507 0.0969
H 0.1750 -6.1373 -0.2351
H 1.7361 2.8423 0.2019
H -2.5105 6.6239 8.4150
H 2.9962 -3.7135 -8.5764
H 2.9307 -5.0938 -7.4654
H -3.4055 4.5580 4.1395
H -0.6012 -4.8722 0.7077
H -4.8978 -0.2695 0.6977
H 3.0625 0.0144 -4.9382
*
```


This record from OMol25 describes C19H42P2PtSi as an isolated structure. The level of theory is ωB97M-V/def2-TZVPD.

Values from the calculation:
Energy (Eh): -1840.341349
<S²>: 2.013
LUMO (alpha / beta) (eV): -0.05 / -0.47

```
! wB97M-V def2-TZVPD RIJCOSX def2/J DEFGRID3
* xyz 0 3
Pt -0.1196 -0.3864 1.7530
P -0.3533 -1.9782 -2.6297
P 0.2392 1.6817 -2.7147
Si 0.0000 0.8790 4.8925
C 1.4420 2.9517 -3.2025
C -1.3979 2.3799 -3.1660
C 0.5588 1.8700 -0.5452
C -1.7335 -1.2976 -0.5094
C 1.6637 0.2508 5.3897
C -0.4030 -2.0533 -0.7872
C 0.1024 -2.1050 2.8633
C 1.8157 1.0455 -0.2191
C 1.3071 -2.5787 -2.9908
C -0.5053 -0.7873 -4.1753
C 0.3918 0.4506 -4.2156
C -1.2964 -0.3245 5.4132
C -1.5427 0.2012 -0.8350
C 0.8328 -1.3856 -0.1795
C -1.3660 -3.3310 -3.3335
C 1.4737 -0.2736 -0.9591
C -0.0983 1.1316 3.0877
C -0.2842 2.4946 5.7358
C -0.6214 1.0646 0.0672
H 0.0638 1.0895 -5.0445
H -2.1513 -1.3999 0.5000
H -1.2475 2.9567 -4.0870
H -0.9486 -2.3293 3.0989
H 0.6869 0.0320 -1.7087
H -2.5348 0.6706 -0.8020
H -0.5102 -3.0689 -0.3424
H -1.6272 3.1077 -2.3757
H 1.0901 3.4344 -4.1146
H -2.2717 -0.0712 5.0017
H 0.4968 3.2161 5.4905
H -1.5924 -0.6033 -4.3548
H -1.2264 0.2885 -1.8715
H -0.8648 -3.6234 -4.2677
H 2.4208 2.4894 -3.3658
H 0.6068 2.9729 -0.2032
H 0.5842 -2.8768 2.2566
H -2.3893 -3.0079 -3.5583
H -1.2913 1.7853 0.5601
H 1.9714 -0.7199 5.0026
H -1.0388 1.6328 2.7789
H 1.4678 0.2322 -4.3436
H -1.2461 2.9231 5.4506
H -1.3952 -0.2881 6.4981
H 1.6363 -2.0951 0.0757
H 1.2150 -3.1490 -3.9163
H 1.5231 -3.3123 -2.1996
H 2.7608 1.4081 -0.5992
H 1.9566 0.8033 0.8892
H -2.2069 1.6601 -3.3106
H -2.5340 -1.6429 -1.1973
H 0.7233 1.7358 2.6695
H -1.1134 -1.3690 5.1656
H -0.2862 2.3418 6.8166
H 1.4354 3.6695 -2.3724
H -0.1803 -1.5076 -4.9559
H 1.6949 0.1586 6.4767
H 2.3359 -0.5747 -1.5922
H 2.0646 -1.8085 -3.1190
H 0.6726 -1.8222 3.7511
H -1.3223 -4.1723 -2.6364
H 2.4659 0.9338 5.1166
*
```


This record from OMol25 describes an isolated molecule of C4H12N4. The level of theory is ωB97M-V/def2-TZVPD.

Values from the calculation:
SMILES: [H]/N=C(/NN)[C@@H](C)NC
Energy (Eh): -378.570209
LUMO (eV): 1.08

```
! wB97M-V def2-TZVPD RIJCOSX def2/J DEFGRID3
* xyz 0 1
N 0.3006 -1.0007 1.8014
N 1.6399 -0.0668 -0.6747
N -1.8092 -0.6975 0.7894
N -2.4745 -1.3147 -0.2800
C -0.3024 -0.6312 0.7659
C -0.5012 1.2583 -0.8909
C 0.0764 -0.1136 -0.5700
C 2.3347 0.9803 0.0501
H 1.3091 -0.8795 1.7919
H 3.4108 0.8293 -0.0548
H -2.5432 -2.3280 -0.1765
H 2.0985 1.9496 -0.3901
H -0.0120 1.6500 -1.7791
H -0.2050 -0.8436 -1.3353
H -0.3448 1.9484 -0.0649
H -1.5660 1.1434 -1.0725
H 2.1144 1.0315 1.1282
H -2.1034 -0.9730 1.7247
H 2.0031 -0.9778 -0.4047
H -3.4258 -0.9642 -0.3581
*
```


This record from OMol25 describes C34H33Cl5N7O2S3Ti as an isolated structure. The level of theory is ωB97M-V/def2-TZVPD.

Values from the calculation:
Energy (Eh): -6194.145491
LUMO (eV): -3.59

```
! wB97M-V def2-TZVPD RIJCOSX def2/J DEFGRID3
* xyz 1 1
Ti -0.3632 -0.0999 0.3907
Cl 0.5554 -5.0153 -2.2381
Cl 1.5905 -1.7626 2.9531
Cl 1.9567 -4.7961 2.9510
Cl 0.1394 -1.9598 -2.2539
Cl 1.4133 -6.4566 0.3900
S -2.0563 -3.5342 2.0229
S -1.9257 1.1281 -3.9406
S 2.9114 2.7916 1.5191
O -2.0999 -0.5609 0.5818
O -4.3027 -0.6411 1.0179
N -2.7000 -0.6535 -2.1509
N -4.2706 -2.7862 3.2066
N -2.8483 -4.1956 4.4390
N -3.2694 1.3631 0.8930
N -2.0757 2.0923 0.8931
N -1.0994 0.9579 -1.4763
N 1.4531 1.0103 0.4008
C 0.7619 -4.1256 -0.7852
C 0.9284 1.9264 3.9305
C -1.2012 0.1920 3.3843
C 0.0443 1.5693 4.9383
C -5.4736 -2.7648 4.0219
C -3.1434 -3.5111 3.3202
C 0.6594 -1.9725 0.3980
C 2.3922 1.3826 -0.5639
C 3.4201 1.3815 -2.7258
C 3.5418 0.9015 -4.1700
C 1.1610 -2.6362 1.5194
C 0.0675 3.1724 -1.2907
C 4.2535 2.8689 -0.9724
C -0.3240 0.5421 2.3671
C -1.0098 0.7048 4.6641
C -3.2958 -0.0014 0.8586
C -0.4903 3.5384 -4.0168
C 0.5364 -2.7557 -0.7422
C -0.6009 2.1767 -1.9977
C 0.2341 4.4870 -3.3164
C 3.2746 2.3581 -0.1217
C 2.4680 0.8789 -1.8609
C -1.9017 0.3944 -2.3674
C -3.5552 -4.3129 5.7027
C 3.3331 2.0983 -5.1084
C 4.9391 0.3092 -4.3949
C 4.3048 2.3775 -2.2565
C 1.6325 1.6632 1.5320
C 2.5003 -0.1645 -4.5053
C 1.3985 -4.0095 1.5318
C -0.9087 2.4041 -3.3375
C 0.4899 4.3093 -1.9582
C 0.7332 1.4083 2.6561
C 1.1657 -4.7647 0.3833
H 1.7624 2.5841 4.1460
H -2.1422 2.8365 0.2074
H 5.1220 -0.5314 -3.7237
H 2.6283 -0.4825 -5.5406
H 1.0206 5.0759 -1.4093
H 0.5763 5.3802 -3.8201
H -2.9805 -4.9913 6.3279
H 0.2503 3.0726 -0.2302
H -1.9171 2.4832 1.8168
H -1.6818 0.4146 5.4617
H -4.1336 1.8027 1.1724
H 4.0958 2.8644 -4.9653
H 3.3843 1.7700 -6.1479
H -3.6209 -3.3576 6.2240
H -6.1638 -2.0739 3.5437
H 5.0570 2.7724 -2.9258
H -3.2140 -1.0527 -2.9173
H 1.7792 0.1068 -2.1706
H 4.9481 3.6279 -0.6396
H -2.0008 -0.5179 3.2008
H -0.7389 3.6853 -5.0591
H -4.5528 -4.7324 5.5903
H -5.9556 -3.7419 4.0635
H 1.4810 0.2199 -4.4022
H -1.9943 -4.7175 4.3357
H 0.1845 1.9543 5.9388
H 2.5998 -1.0494 -3.8743
H 5.7248 1.0476 -4.2329
H -2.6494 -1.1857 -1.2962
H 5.0279 -0.0496 -5.4214
H -5.2957 -2.4075 5.0346
H 2.3569 2.5574 -4.9395
H -4.3021 -2.2723 2.3369
*
```


This record from OMol25 describes a 3-piece molecular cluster, C3H14NO2 overall. The level of theory is ωB97M-V/def2-TZVPD.

Values from the calculation:
Energy (Eh): -327.678435
LUMO (eV): -3.04

```
! wB97M-V def2-TZVPD RIJCOSX def2/J DEFGRID3
* xyz 1 1
O -0.1908 -2.3853 -1.1557
O -0.2201 1.1707 -2.8044
N 1.1014 -0.1057 -0.6981
C -0.8284 0.6834 2.4819
C 0.3408 0.1372 1.6628
C 0.1017 0.5129 0.3026
H -0.8894 1.1558 -3.4843
H -0.6474 1.7150 2.7811
H -0.0994 -3.2086 -1.7310
H -1.0725 -2.5477 -0.6483
H 1.9891 -0.3830 -0.2796
H -0.8272 0.0119 -0.0191
H -0.8648 0.0241 3.4093
H 0.3629 -0.9778 1.5254
H -1.7166 0.4284 1.9517
H 0.1775 1.5428 -0.0405
H 1.4410 0.4920 -1.4737
H 1.2440 0.5139 2.1163
H 0.5907 -0.8916 -1.0849
H 0.0075 2.1117 -2.8113
*
```


This record from OMol25 describes a 7-piece molecular cluster, CH16O7 overall. The level of theory is ωB97M-V/def2-TZVPD.

Values from the calculation:
Energy (Eh): -573.953565
<S²>: 0.755
LUMO (alpha / beta) (eV): -3.78 / -9.70

```
! wB97M-V def2-TZVPD RIJCOSX def2/J DEFGRID3
* xyz 1 2
O 0.3414 -1.0276 -0.2930
O -3.3187 -1.4466 0.4033
O 0.0358 1.7738 -1.5791
O -2.0089 2.3906 1.3994
O 1.7363 -1.2540 -2.7973
O 2.1093 -3.1602 -0.2514
O 1.1582 0.9495 0.8595
C 0.6388 1.9761 1.7264
H 1.1389 -1.7408 -3.3910
H 2.6482 -2.3472 -0.0452
H 0.8696 0.0819 1.3229
H -3.3181 -1.8034 1.2850
H 0.9143 1.5078 -1.9014
H 0.8062 -1.8504 -0.0661
H -1.8453 2.1035 0.5109
H -3.9152 -1.9320 -0.1563
H -2.5725 3.1100 1.6513
H 1.0656 -0.8618 -2.2208
H 0.1842 2.6880 1.0871
H 1.5360 2.4622 2.1148
H 2.3802 -3.1182 -1.2126
H -0.0668 1.5813 2.3907
H 0.0385 1.1624 -0.8308
H -0.5560 -1.2449 -0.0063
*
```


This record from OMol25 describes an isolated molecule of C6H6N2O2. The level of theory is ωB97M-V/def2-TZVPD.

Values from the calculation:
SMILES: O=Cc1nonc1C1CC1
Energy (Eh): -492.017712
LUMO (eV): -0.19

```
! wB97M-V def2-TZVPD RIJCOSX def2/J DEFGRID3
* xyz 0 1
O -1.4301 -2.3872 -0.3642
O -1.8674 1.9357 -0.1739
N -0.5924 1.6721 0.1115
N -2.6545 0.8222 -0.1617
C -2.2072 -1.6307 0.0860
C -1.9668 -0.2253 0.1147
C 1.6391 -0.1299 -0.8408
C -0.2923 0.4939 0.3418
C 0.9694 -0.0794 0.5245
C 2.2306 0.7406 0.1716
H 1.1233 -0.7962 1.3928
H 2.0142 1.7611 0.2592
H 3.0461 0.3650 0.7225
H 1.0521 0.2579 -1.6349
H 2.1975 -0.9175 -1.1192
H -3.2616 -1.8824 0.5700
*
```


Which of these has the lowest energy? C34H33Cl5N7O2S3Ti